(1)
Entry from the Open Molecules 2025 dataset: the ion C4H7ClN with charge +1 in a non-equilibrium geometry (the ωB97M-V functional and the def2-TZVPD basis).

Summary:
net charge	+1
spin multiplicity	1
Kohn-Sham gap	10.2	eV
DFT total energy	-18265.5615	eV
energy relative to the best compared isomer or geometry (same formula, charge and spin)	141.39	kJ/mol

Element x y z (Å)
Cl 3.02 -0.13 0.06
C 1.38 0.09 -0.13
C 0.66 1.20 0.05
C -0.91 0.99 -0.03
N -0.96 -0.58 0.16
C 0.29 -1.21 -0.26
H 1.13 2.15 0.16
H -1.39 1.59 0.88
H -1.16 1.22 -1.02
H -1.13 -0.66 1.19
H -1.81 -0.88 -0.32
H 0.34 -1.74 -1.21
H 0.52 -2.03 0.49



(2)
Entry from the Open Molecules 2025 dataset: an isolated molecule of C4H7ClN2 (the ωB97M-V functional and the def2-TZVPD basis).

Summary:
net charge	0
spin multiplicity	1
Kohn-Sham gap	10.1	eV
DFT total energy	-19763.6618	eV
energy relative to the best compared isomer or geometry (same formula, charge and spin)	103.36	kJ/mol

Element x y z (Å)
C 0.61 -0.40 1.19
N 0.24 0.08 -0.12
C -0.50 -0.80 -1.01
N -1.07 0.05 -2.01
C -0.90 1.25 -1.64
C -0.24 1.36 -0.31
Cl -1.70 1.81 0.85
H 1.29 0.32 1.65
H -0.26 -0.52 1.84
H 1.12 -1.35 1.09
H -1.32 -1.34 -0.50
H 0.16 -1.54 -1.47
H -1.26 2.09 -2.21
H 0.46 2.17 -0.11



(3)
Entry from the Open Molecules 2025 dataset: an isolated molecule of C4H7ClN2 in a non-equilibrium geometry (the ωB97M-V functional and the def2-TZVPD basis).

Summary:
net charge	0
spin multiplicity	1
Kohn-Sham gap	10.4	eV
DFT total energy	-19762.1504	eV
energy relative to the best compared isomer or geometry (same formula, charge and spin)	249.18	kJ/mol

Element x y z (Å)
C -1.22 -2.40 -0.57
C -0.48 -1.10 -0.44
N -1.06 0.03 -0.47
N -0.23 1.04 -0.33
C 0.56 1.07 0.63
C 1.53 2.09 0.89
Cl 0.46 0.00 2.12
H -1.37 -2.77 -1.62
H -2.13 -2.12 -0.13
H -0.69 -3.15 -0.09
H 0.58 -1.13 -0.52
H 1.13 3.08 1.16
H 2.11 2.26 -0.03
H 2.25 1.80 1.66



(4)
Entry from the Open Molecules 2025 dataset: an isolated molecule of C4H7ClN2O in a non-equilibrium geometry (the ωB97M-V functional and the def2-TZVPD basis).

Summary:
net charge	0
spin multiplicity	1
Kohn-Sham gap	10.5	eV
DFT total energy	-21810.8820	eV
energy relative to the best compared isomer or geometry (same formula, charge and spin)	73.03	kJ/mol

Element x y z (Å)
C -1.11 -1.92 0.61
C -1.49 -0.92 -0.17
C -1.32 0.48 0.22
Cl -2.54 1.55 -0.37
N 0.21 1.05 -0.62
C 1.29 0.86 0.21
N 2.49 0.75 -0.44
O 1.21 0.81 1.42
H -1.23 -2.95 0.31
H -0.66 -1.74 1.57
H -1.94 -1.10 -1.14
H -1.04 0.68 1.25
H 0.25 0.66 -1.55
H 2.57 0.93 -1.43
H 3.31 0.87 0.13



(5)
Entry from the Open Molecules 2025 dataset: a cluster of 2 separate species, C4H7ClN2O in total in a non-equilibrium geometry (the ωB97M-V functional and the def2-TZVPD basis).

Summary:
net charge	0
spin multiplicity	1
Kohn-Sham gap (spin up / spin down)	8.4 / 7.3	eV
DFT total energy	-21808.1687	eV
energy relative to the best compared isomer or geometry (same formula, charge and spin)	334.83	kJ/mol

Element x y z (Å)
C 0.44 1.03 -2.26
C 1.09 0.54 0.34
C 0.32 -0.82 2.16
C -1.10 -0.48 0.19
N -0.69 0.77 -2.67
N 0.17 -0.22 0.83
O 2.15 1.01 0.57
Cl 1.79 1.74 -3.07
H 1.32 -0.62 2.54
H -0.42 -0.40 2.84
H 0.17 -1.90 2.08
H -1.90 0.01 0.74
H -1.08 -0.09 -0.84
H -1.29 -1.55 0.18
H -0.98 0.96 -3.63



(6)
Entry from the Open Molecules 2025 dataset: a cluster of 2 separate species, C4H7ClN2OS in total in a non-equilibrium geometry (the ωB97M-V functional and the def2-TZVPD basis).

Summary:
net charge	0
spin multiplicity	1
Kohn-Sham gap (spin up / spin down)	8.1 / 8.1	eV
DFT total energy	-32643.7037	eV
energy relative to the best compared isomer or geometry (same formula, charge and spin)	137.75	kJ/mol

Element x y z (Å)
C -1.08 0.20 -0.13
C 1.94 -1.33 -0.20
C -2.01 -0.86 0.43
C -0.27 0.83 0.88
N -1.15 0.33 -1.38
N 1.22 2.00 -0.78
O 1.51 -1.63 0.86
S 0.93 1.94 0.75
Cl 3.47 -0.62 -0.26
H -2.26 -0.67 1.58
H -1.64 -1.92 0.38
H -2.87 -0.97 -0.11
H -0.73 0.57 1.88
H -0.45 0.98 -1.74
H 1.95 2.67 -0.87
H 1.46 -1.51 -1.29



(7)
Entry from the Open Molecules 2025 dataset: an isolated molecule of C4H7ClO2 in a non-equilibrium geometry (the ωB97M-V functional and the def2-TZVPD basis).

Summary:
net charge	0
spin multiplicity	1
Kohn-Sham gap	10.1	eV
DFT total energy	-20875.8714	eV
energy relative to the best compared isomer or geometry (same formula, charge and spin)	261.71	kJ/mol

Element x y z (Å)
C 1.16 -1.88 0.08
C 0.42 -0.53 0.10
Cl -0.91 -0.58 1.23
C 0.98 0.83 -0.20
O 0.25 1.98 0.29
C 0.16 0.06 -1.30
O -1.03 0.80 -1.66
H 2.11 -1.70 -0.46
H 0.56 -2.73 -0.60
H 1.65 -2.40 1.02
H 2.01 1.04 -0.17
H -0.46 1.54 1.08
H 0.65 -0.46 -2.05
H -1.10 1.45 -0.80



(8)
Entry from the Open Molecules 2025 dataset: a cluster of 2 separate species, C4H7ClO2P2 in total in a non-equilibrium geometry (the ωB97M-V functional and the def2-TZVPD basis).

Summary:
net charge	0
spin multiplicity	1
Kohn-Sham gap	8.4	eV
DFT total energy	-39452.5653	eV
energy relative to the best compared isomer or geometry (same formula, charge and spin)	39.48	kJ/mol

Element x y z (Å)
H -2.63 -1.05 1.61
P -3.31 -1.15 0.28
C -2.69 0.34 -0.31
P -1.73 1.70 0.47
Cl -2.76 0.54 -2.02
H -1.43 0.82 1.60
H -2.90 2.27 1.20
O -0.98 -2.42 1.25
C -0.34 -1.99 0.38
C 0.36 -1.34 -0.50
C 1.56 -0.47 -0.25
O 1.54 0.61 -1.18
H 0.18 -1.42 -1.54
H 2.42 -1.06 -0.51
H 1.45 -0.17 0.76
H 0.81 1.26 -0.99



(9)
Entry from the Open Molecules 2025 dataset: the ion C4H7ClP with charge +1 (the ωB97M-V functional and the def2-TZVPD basis).

Summary:
net charge	+1
spin multiplicity	1
Kohn-Sham gap (spin up / spin down)	7.0 / 8.0	eV
DFT total energy	-26060.9292	eV
energy relative to the best compared isomer or geometry (same formula, charge and spin)	342.16	kJ/mol

Element x y z (Å)
C 1.13 -1.59 -0.09
C -0.14 0.73 -0.52
C -0.31 0.68 -1.98
C -0.27 -0.43 2.27
P -0.16 -0.73 0.48
Cl 0.37 2.18 0.18
H 1.35 -1.73 -1.14
H -0.98 1.49 -2.29
H -0.74 -0.28 -2.30
H 0.62 0.85 -2.53
H 0.46 -1.08 2.76
H -1.27 -0.69 2.64
H -0.07 0.61 2.50



(10)
Entry from the Open Molecules 2025 dataset: an isolated molecule of C4H7ClS in a non-equilibrium geometry (the ωB97M-V functional and the def2-TZVPD basis).

Summary:
net charge	0
spin multiplicity	1
Kohn-Sham gap	9.0	eV
DFT total energy	-27617.8861	eV
energy relative to the best compared isomer or geometry (same formula, charge and spin)	79.48	kJ/mol

Element x y z (Å)
C -0.98 1.28 -1.02
C 0.50 1.13 -0.42
S 1.08 -0.54 -0.87
C 0.79 -1.65 0.35
C 0.04 -1.62 1.44
Cl -0.93 -0.34 1.96
H -0.85 1.17 -2.07
H -1.43 2.19 -0.67
H -1.57 0.47 -0.70
H 0.73 1.26 0.65
H 1.08 1.84 -0.98
H 1.28 -2.63 0.24
H 0.25 -2.55 2.08